[1]
# C39H39AlCl2O6P

A molecular structure, C39H39AlCl2O6P in a non-equilibrium geometry (ωB97M-V/def2-TZVPD, OMol25).

Properties
Molar mass in g mol⁻¹: 732.6
Kohn-Sham gap in hartree: 0.215
HOMO energy in eV: -5.3
Total charge: -1
F_max in eV/A: 3.16

Geometry (Å):
C: -0.3943 6.6003 0.2272
C: 1.0113 7.3286 0.3223
C: 2.2505 6.3942 -0.0198
C: 2.7750 5.5740 1.2696
C: 4.2947 5.8678 1.6041
C: 4.8832 5.0724 2.8557
C: 3.8266 4.2391 3.6997
C: 3.4687 2.8255 3.0208
Al: 1.4453 2.5340 2.7785
O: 0.5837 4.1308 3.1381
P: 1.0069 2.0653 0.4878
O: 0.7560 0.5254 0.3143
C: 0.7668 0.9096 3.8078
Cl: 1.6764 -0.6707 3.4939
C: -0.2900 0.8410 4.7044
C: -0.8068 -0.4497 5.4469
Cl: -1.2219 2.3664 5.1119
H: -1.2138 7.3894 0.1696
H: -0.6449 5.9717 1.1330
H: -0.4992 5.9551 -0.6968
H: 1.1332 7.7395 1.3700
H: 0.9667 8.2117 -0.3912
H: 3.1184 7.0169 -0.3852
H: 1.9668 5.6917 -0.8639
H: 2.6521 4.4878 1.0084
H: 2.1549 5.9199 2.1403
H: 4.4141 6.9880 1.6977
H: 4.9015 5.5592 0.6946
H: 5.4740 5.8005 3.4985
H: 5.6348 4.3272 2.4482
H: 2.9187 4.8402 3.9937
H: 4.3491 3.9761 4.6804
H: 3.9469 2.8445 1.9919
H: 3.8680 1.9618 3.6467
H: 0.0492 4.3602 2.3612
H: -0.2575 2.6861 0.1328
H: 2.0643 2.5332 -0.3594
H: -1.9008 -0.5606 5.1478
H: -0.2979 -1.3961 5.1225
H: -0.7413 -0.3466 6.5654
C: 0.7701 -2.1458 0.5550
C: 0.0123 -2.5815 -0.5272
C: 0.4707 -3.6176 -1.3308
C: 1.6998 -4.2168 -1.0605
C: 2.4732 -3.7637 0.0122
C: 1.9991 -2.7343 0.8256
C: 3.8028 -4.3567 0.2826
O: 4.4794 -3.9686 1.2182
C: 4.3042 -5.4289 -0.6119
C: 5.5775 -5.9580 -0.4058
C: 6.0511 -6.9714 -1.2296
C: 5.2516 -7.4669 -2.2565
C: 3.9848 -6.9388 -2.4686
C: 3.5120 -5.9118 -1.6525
C: 2.1717 -5.3312 -1.9105
O: 1.4749 -5.7646 -2.8137
H: 0.4058 -1.3451 1.1829
H: -0.9397 -2.1110 -0.7423
H: -0.1278 -3.9546 -2.1698
H: 2.5877 -2.3877 1.6658
H: 6.2029 -5.5783 0.3941
H: 7.0440 -7.3778 -1.0705
H: 5.6190 -8.2630 -2.8949
H: 3.3678 -7.3243 -3.2722
C: -9.2864 -3.3215 -3.4322
C: -9.0308 -3.7789 -2.1418
C: -7.8640 -3.4035 -1.4888
C: -6.9418 -2.5778 -2.1291
C: -7.1866 -2.1394 -3.4304
C: -8.3670 -2.5042 -4.0764
C: -6.1919 -1.3010 -4.1421
O: -6.4083 -0.9153 -5.2775
C: -4.9295 -0.9486 -3.4528
C: -3.9596 -0.2095 -4.1281
C: -2.7776 0.1374 -3.4857
C: -2.5623 -0.2441 -2.1635
C: -3.5237 -0.9855 -1.4881
C: -4.7053 -1.3479 -2.1339
C: -5.7079 -2.1684 -1.4163
O: -5.5217 -2.5072 -0.2621
H: -10.2020 -3.6079 -3.9378
H: -9.7435 -4.4273 -1.6444
H: -7.6718 -3.7578 -0.4825
H: -8.5679 -2.1551 -5.0827
H: -4.1220 0.0934 -5.1562
H: -2.0225 0.7078 -4.0147
H: -1.6408 0.0338 -1.6604
H: -3.3495 -1.2843 -0.4605



[2]
# C39H39BrF5N5O2ReSSe

A molecular structure, C39H39BrF5N5O2ReSSe in a non-equilibrium geometry (ωB97M-V/def2-TZVPD, OMol25).

Properties
Molar mass in g mol⁻¹: 1081.9
Kohn-Sham gap (alpha / beta) in hartree: 0.141 / 0.153
HOMO energy (alpha / beta) in eV: -5.7 / -5.7
Spin multiplicity: 2
F_max in eV/A: 5.11

Geometry (Å):
Re: -0.0311 0.7128 -0.4952
Br: 2.3742 -2.1913 7.3128
C: 3.5507 -1.9051 5.8378
C: 4.4896 -0.8870 5.8989
C: 5.3432 -0.6925 4.8368
C: 5.2224 -1.4676 3.6761
C: 4.2688 -2.4945 3.6399
C: 3.4568 -2.7308 4.7290
N: 6.1623 -1.3415 2.6803
N: 5.9605 -1.3306 1.4590
C: 4.7879 -1.0890 0.8123
C: 4.5726 -1.8116 -0.3707
C: 3.4078 -1.7067 -1.0918
C: 2.3984 -0.8157 -0.6902
O: 1.2754 -0.6708 -1.3041
C: 2.6215 -0.0205 0.4791
N: 1.5980 0.8250 0.8145
C: 1.7898 1.6302 1.8637
C: 2.9870 1.6858 2.5638
C: 4.0174 0.8306 2.2401
C: 3.8242 -0.1107 1.2187
H: 4.5515 -0.2582 6.7721
H: 6.0934 0.0801 4.8761
H: 4.1997 -3.1307 2.7669
H: 2.7439 -3.5422 4.7224
H: 5.3238 -2.5304 -0.6580
H: 3.2300 -2.3074 -1.9700
H: 0.9752 2.2874 2.1307
H: 3.1053 2.4153 3.3477
H: 4.9731 0.9087 2.7307
F: -3.0216 -4.6681 -7.6860
C: -2.3263 -4.0719 -6.7065
C: -2.4487 -4.5100 -5.3899
F: -3.2825 -5.5189 -5.0929
C: -1.7153 -3.8899 -4.3939
F: -1.8287 -4.3214 -3.1212
C: -0.8551 -2.8213 -4.6483
Se: 0.1140 -2.0028 -3.2615
C: -0.7719 -2.3912 -5.9747
F: 0.0325 -1.3555 -6.2621
C: -1.4908 -2.9944 -6.9932
F: -1.4013 -2.5404 -8.2520
C: 0.4937 -2.7662 3.0881
C: -0.5923 -2.0713 2.2980
S: -0.5554 -2.6297 0.5293
O: -1.1595 -1.4687 -0.1817
C: -1.9341 -3.8650 0.5934
C: -3.2710 -3.1718 0.7354
H: 0.5284 -2.3774 4.1031
H: 1.4650 -2.5998 2.6262
H: 0.3156 -3.8378 3.1378
H: -0.4142 -0.9941 2.2492
H: -1.5785 -2.2436 2.7201
H: -1.6993 -4.5525 1.4045
H: -1.8750 -4.3997 -0.3535
H: -3.5147 -2.9542 1.7731
H: -4.0694 -3.7748 0.3130
H: -3.2312 -2.2364 0.1762
C: -2.1087 2.4345 2.5001
C: -3.2134 2.4630 1.4440
C: -3.5712 1.0387 1.0061
C: -2.8762 3.3342 0.2529
C: -3.8574 4.1581 -0.2625
C: -3.6181 4.9900 -1.3444
C: -2.3359 5.0672 -1.8652
C: -1.3093 4.2720 -1.3943
C: 0.0761 4.4335 -1.9791
C: 1.1316 4.6176 -0.8859
C: 0.4571 3.2896 -2.9263
C: -1.5965 3.3014 -0.3844
N: -0.7435 2.3293 -0.0940
H: -2.4722 1.9712 3.4155
H: -1.7816 3.4450 2.7342
H: -1.2600 1.8600 2.1313
H: -4.1018 2.9011 1.9128
H: -2.7128 0.5606 0.5349
H: -4.3942 1.0557 0.2945
H: -3.8712 0.4517 1.8724
H: -4.8412 4.1464 0.1837
H: -4.4141 5.5816 -1.7664
H: -2.1305 5.7571 -2.6709
H: 0.0636 5.3525 -2.5777
H: 1.2282 3.7132 -0.2881
H: 0.8576 5.4445 -0.2341
H: 2.0969 4.8400 -1.3335
H: 0.6812 2.3744 -2.3702
H: 1.3472 3.5599 -3.4890
H: -0.3544 3.0807 -3.6201
C: -3.6701 1.2532 -3.0757
C: -2.4428 0.8895 -2.4398
N: -1.4783 0.6522 -1.8541
H: -4.5070 0.9132 -2.4640
H: -3.7548 0.8131 -4.0677
H: -3.7080 2.3416 -3.1547



[3]
# C39H39CsN6O3S2

A molecular structure, C39H39CsN6O3S2 in a non-equilibrium geometry (ωB97M-V/def2-TZVPD, OMol25).

Properties
Molar mass in g mol⁻¹: 836.8
Kohn-Sham gap in hartree: 0.160
HOMO energy in eV: -1.0
Total charge: -2
F_max in eV/A: 2.69

Geometry (Å):
Cs: -0.4798 1.1405 -0.6778
C: 1.8791 2.5485 2.5160
N: 2.5771 1.7357 1.5577
C: 2.6374 2.3316 0.2450
C: 3.7442 1.0663 1.9837
C: 4.4627 1.4553 3.0966
C: 5.5457 0.7174 3.5681
C: 5.9145 -0.4345 2.8958
C: 5.2310 -0.8341 1.7682
C: 4.1234 -0.1134 1.2635
N: 3.3381 -0.5500 0.2757
C: 3.7111 -1.4315 -0.6729
C: 4.9712 -1.3742 -1.2992
C: 5.3046 -2.1777 -2.3697
C: 4.3878 -3.0921 -2.8522
C: 3.1334 -3.1748 -2.2570
C: 2.7635 -2.3691 -1.1938
N: 1.4623 -2.3990 -0.6584
C: 0.4624 -3.1512 -1.3716
C: 1.3515 -2.5752 0.7711
H: 2.3224 3.5545 2.6588
H: 1.8596 2.0383 3.4784
H: 0.8482 2.6700 2.1805
H: 3.2627 3.2480 0.2274
H: 1.6297 2.5961 -0.0782
H: 3.0538 1.6034 -0.4490
H: 4.1818 2.3535 3.6346
H: 6.0797 1.0386 4.4549
H: 6.7449 -1.0322 3.2597
H: 5.5072 -1.7566 1.2724
H: 5.6762 -0.6329 -0.9425
H: 6.2818 -2.0879 -2.8334
H: 4.6322 -3.7443 -3.6828
H: 2.4332 -3.8979 -2.6519
H: 0.5882 -4.2449 -1.2667
H: 0.4914 -2.8861 -2.4264
H: -0.5209 -2.8872 -0.9776
H: 1.5146 -3.6279 1.0658
H: 0.3538 -2.2755 1.0962
H: 2.0847 -1.9426 1.2636
C: -2.0362 7.9298 4.7814
C: -2.0739 6.8588 3.7283
C: -0.9115 6.2305 3.3000
C: -0.9646 5.1985 2.3785
C: -2.1800 4.7955 1.8637
C: -3.3399 5.4457 2.2427
C: -3.2879 6.4689 3.1724
S: -2.2465 3.3778 0.7349
O: -1.2059 3.6220 -0.2459
O: -3.5990 3.3254 0.2223
N: -1.7850 2.0905 1.5267
C: -2.5403 1.4284 2.4124
C: -3.7041 1.9659 3.0120
C: -4.3920 1.2270 3.9387
C: -3.9365 -0.0493 4.2670
C: -2.7936 -0.4974 3.6311
N: -2.1092 0.1986 2.7449
H: -1.0377 8.0292 5.2008
H: -2.7299 7.6868 5.5863
H: -2.3322 8.8919 4.3636
H: 0.0426 6.5471 3.6993
H: -0.0707 4.6978 2.0468
H: -4.2713 5.1368 1.7926
H: -4.1963 6.9712 3.4790
H: -4.0341 2.9476 2.7170
H: -5.2779 1.6324 4.4174
H: -4.4573 -0.6661 4.9855
H: -2.3898 -1.4842 3.8407
C: -8.6827 4.5481 -7.0510
C: -7.3395 3.9453 -6.7139
O: -6.2727 4.3650 -7.0925
S: -7.5333 2.5084 -5.7001
C: -5.8837 2.0526 -5.1922
C: -4.9639 1.5390 -6.0953
C: -3.7262 1.1419 -5.6392
C: -3.3823 1.2272 -4.2776
C: -4.3388 1.7512 -3.3876
C: -5.5707 2.1579 -3.8413
C: -2.1391 0.7534 -3.8020
C: -1.0984 0.2390 -3.3832
H: -8.7359 5.5551 -6.6398
H: -9.4785 3.9417 -6.6287
H: -8.8021 4.6179 -8.1309
H: -5.2173 1.4603 -7.1444
H: -2.9956 0.7487 -6.3351
H: -4.0970 1.8476 -2.3371
H: -6.3047 2.5570 -3.1551
N: -2.9495 -1.6357 -2.1400
C: -3.7396 -2.2562 -1.5600
H: -2.3285 -1.0009 -2.6609



[4]
# C39H39FeN5O3P2Si

A molecular structure, C39H39FeN5O3P2Si (ωB97M-V/def2-TZVPD, OMol25).

Properties
Molar mass in g mol⁻¹: 771.7
Kohn-Sham gap (alpha / beta) in hartree: 0.287 / 0.286
HOMO energy (alpha / beta) in eV: -7.5 / -7.5
F_max in eV/A: 0.24

Geometry (Å):
Fe: 0.7512 -0.6205 -0.6432
C: -0.8539 -3.9916 -0.1698
Si: -0.9633 -2.0991 -0.2054
C: -1.6690 -1.6854 1.5270
C: -2.8576 -2.1916 2.0562
C: -3.2568 -1.8802 3.3471
C: -2.4598 -1.0686 4.1473
C: -1.2740 -0.5575 3.6470
C: -0.8953 -0.8519 2.3395
P: 0.6622 -0.3217 1.5540
C: 1.1498 1.2691 2.2911
C: 2.4931 1.6418 2.2477
C: 2.8868 2.8998 2.6719
C: 1.9408 3.8033 3.1414
C: 0.6030 3.4428 3.1753
C: 0.2063 2.1834 2.7462
C: 1.8324 -1.4963 2.3533
C: 2.3103 -1.3183 3.6493
C: 3.1314 -2.2700 4.2353
C: 3.4797 -3.4186 3.5367
C: 3.0008 -3.6112 2.2491
C: 2.1845 -2.6531 1.6632
C: -2.3626 -1.6829 -1.4338
C: -3.4567 -2.4931 -1.7498
C: -4.4381 -2.0562 -2.6256
C: -4.3474 -0.7978 -3.2136
C: -3.2682 0.0190 -2.9256
C: -2.2854 -0.4287 -2.0445
P: -0.8476 0.5831 -1.5796
C: -0.2832 1.2326 -3.1935
C: 0.2737 0.3278 -4.0946
C: 0.7232 0.7543 -5.3346
C: 0.6356 2.0954 -5.6837
C: 0.0920 3.0039 -4.7864
C: -0.3698 2.5768 -3.5479
C: -2.1255 2.2594 0.1194
C: -2.8708 1.3141 0.8092
C: -3.4792 1.6716 2.0059
C: -3.3753 2.9668 2.4922
C: -2.6452 3.9096 1.7766
C: -2.0062 3.5574 0.6007
H: -1.8064 -4.4204 0.1552
H: -0.0974 -4.3141 0.5499
H: -0.6078 -4.4195 -1.1420
H: -3.4857 -2.8367 1.4497
H: -4.1868 -2.2751 3.7383
H: -2.7659 -0.8353 5.1596
H: -0.6519 0.0736 4.2707
H: 3.2294 0.9451 1.8621
H: 3.9321 3.1790 2.6322
H: 2.2472 4.7874 3.4724
H: -0.1425 4.1458 3.5252
H: -0.8443 1.9206 2.7617
H: 2.0459 -0.4265 4.2049
H: 3.4975 -2.1160 5.2425
H: 4.1175 -4.1624 3.9969
H: 3.2573 -4.5091 1.7004
H: 1.8083 -2.8094 0.6562
H: -3.5424 -3.4804 -1.3089
H: -5.2798 -2.6975 -2.8576
H: -5.1150 -0.4623 -3.8994
H: -3.1832 0.9965 -3.3879
H: 0.3791 -0.7086 -3.8090
H: 1.1457 0.0366 -6.0269
H: 0.9863 2.4309 -6.6517
H: 0.0223 4.0521 -5.0491
H: -0.7849 3.2911 -2.8522
H: -2.9816 0.3123 0.4196
H: -4.0439 0.9260 2.5507
H: -3.8628 3.2422 3.4183
H: -2.5608 4.9242 2.1455
H: -1.4072 4.2666 0.0440
N: 3.9233 -0.9213 -0.5319
N: 4.0636 -0.0739 -1.6338
C: 3.1629 0.9111 -1.8296
N: 3.3321 1.6509 -2.9233
N: 2.1294 1.0377 -0.9731
N: 1.5212 2.2325 -0.7978
O: -1.5342 1.9977 -1.0873
O: 2.0269 3.2231 -1.2897
H: 4.8394 -1.2004 -0.2103
H: 3.3365 -1.7069 -0.8101
H: 4.4559 -0.4689 -2.4792
H: 4.1569 1.5428 -3.4867
H: 2.7741 2.4830 -3.0187
C: 1.2923 -2.7854 -2.6236
O: 1.6688 -1.6230 -1.9480
H: 1.4763 -3.6900 -2.0278
H: 1.8643 -2.8917 -3.5573
H: 0.2259 -2.7915 -2.8937